Entry 1:
107
Properties=species:S:1:pos:R:3 method="wB97M-V/def2-TZVPD" homo_lumo_gap_ev=9.50 total_charge=+1 energy_ha=-2761.8436
C 4.8677 4.9280 -1.2170
C 3.8231 4.3672 -1.3822
C 2.5565 3.6866 -1.6979
C 2.9115 2.4072 -2.5041
N 2.3033 1.1736 -1.9461
C 0.9223 1.3468 -1.4105
C 0.7449 2.6126 -0.5562
C -0.5224 3.4154 -0.9277
C -0.6117 3.8417 -2.3717
O -0.4584 4.9566 -2.7398
F -0.8966 2.8780 -3.2755
O 1.8965 3.4279 -0.4687
H 5.7757 5.4847 -1.2573
H 2.0057 4.3982 -2.3188
H 3.9891 2.2650 -2.4907
H 2.6424 2.5249 -3.5525
H 2.2249 0.4726 -2.6836
H 2.8714 0.7485 -1.2064
H 0.2272 1.2649 -2.2438
H 0.7421 0.4755 -0.7816
H 0.5624 2.2656 0.4606
H -0.5039 4.3183 -0.3216
H -1.4201 2.8616 -0.6421
O 2.1183 -0.9547 0.4140
C 1.2180 -1.5813 0.9144
O -0.0665 -1.2268 0.7211
C -0.9400 -2.0737 1.5130
C -0.1222 -3.3282 1.7736
C 1.3054 -2.7789 1.8256
H -1.1997 -1.5428 2.4278
H -1.8509 -2.2674 0.9536
H -0.4293 -3.8547 2.6722
H -0.2184 -4.0163 0.9312
H 1.5764 -2.4433 2.8271
H 2.0372 -3.4941 1.4616
O 2.1539 -0.3729 -4.5679
C 1.4638 -1.2671 -4.1368
O 1.8956 -2.0568 -3.1393
C 0.9302 -3.1018 -2.8772
C -0.3811 -2.5545 -3.4150
C 0.0845 -1.6913 -4.5867
H 1.2551 -4.0065 -3.3923
H 0.9040 -3.2982 -1.8082
H -1.0885 -3.3313 -3.6930
H -0.8570 -1.9247 -2.6611
H 0.1776 -2.2600 -5.5138
H -0.5558 -0.8271 -4.7455
O -3.6001 -2.2755 3.2872
C -3.5550 -3.2082 4.0377
O -2.4090 -3.8866 4.2906
C -2.6811 -5.0183 5.1441
C -3.9826 -4.6754 5.8542
C -4.7027 -3.8327 4.8031
H -2.7692 -5.9076 4.5174
H -1.8470 -5.1527 5.8290
H -4.5364 -5.5534 6.1783
H -3.7749 -4.0653 6.7342
H -5.2857 -4.4449 4.1135
H -5.3335 -3.0639 5.2395
O -3.5290 -0.7461 -3.5005
C -3.8209 -0.4476 -2.3796
O -3.1461 -0.9226 -1.3000
C -3.7852 -0.4844 -0.0835
C -4.5790 0.7544 -0.4771
C -4.9598 0.4413 -1.9235
H -4.4247 -1.2905 0.2796
H -3.0213 -0.2809 0.6640
H -5.4271 0.9439 0.1766
H -3.9320 1.6339 -0.4503
H -5.8887 -0.1264 -1.9893
H -5.0245 1.3292 -2.5456
O 0.9588 6.4533 5.0712
C 1.4597 5.7827 4.2231
O 1.1406 4.4697 4.0404
C 1.9734 3.8976 3.0231
C 2.4547 5.0739 2.1881
C 2.5310 6.1904 3.2267
H 2.7968 3.3667 3.5066
H 1.3875 3.1823 2.4479
H 3.3944 4.8790 1.6756
H 1.7085 5.3239 1.4330
H 3.4932 6.2118 3.7398
H 2.3119 7.1690 2.8101
O 2.9509 -4.8081 3.9947
C 2.6695 -4.1126 4.9250
O 2.8014 -2.7585 4.9139
C 2.4769 -2.2287 6.2164
C 1.6035 -3.2842 6.8773
C 2.1588 -4.5728 6.2758
H 3.4082 -2.0614 6.7600
H 1.9663 -1.2768 6.0911
H 1.6376 -3.2478 7.9639
H 0.5646 -3.1507 6.5684
H 2.9995 -4.9658 6.8487
H 1.3995 -5.3399 6.1552
O -0.6374 0.7150 -10.2119
C -0.3580 1.0880 -9.1146
O 0.7916 0.7268 -8.4840
C 0.8037 1.2364 -7.1434
C -0.1668 2.4119 -7.1513
C -1.1870 1.9701 -8.1982
H 0.4868 0.4409 -6.4697
H 1.8182 1.5290 -6.8829
H -0.5952 2.6224 -6.1719
H 0.3455 3.3119 -7.4946
H -1.9853 1.3653 -7.7651
H -1.6116 2.8026 -8.7510

Entry 2:
63
Properties=species:S:1:pos:R:3 method="wB97M-V/def2-TZVPD" homo_lumo_gap_ev="6.01 / 6.45" total_charge=0 energy_ha=-2962.2596 spin_multiplicity=4 e_above_lowest_kcal_mol=2.80
Mn -0.1074 -0.4314 -0.3237
Si -0.1215 -2.6728 -0.9467
P 2.7523 -0.4713 -0.5649
P -2.3722 -0.0774 -0.4620
H 1.1886 -1.5391 -0.4535
C 3.3483 1.1413 -0.2907
H 4.4221 0.9146 -0.2752
H 3.0275 1.5076 0.6860
H 3.1154 1.8484 -1.0876
C 3.3086 -1.1750 -2.0889
H 4.3829 -1.1968 -1.8892
H 3.0761 -0.5215 -2.9403
H 2.9199 -2.1812 -2.2866
C 3.1457 -1.5054 0.8042
H 4.2150 -1.5008 0.6920
H 2.7447 -2.5118 0.7439
H 2.8614 -1.0174 1.7301
C -3.1369 1.5600 -0.2949
H -4.2201 1.4207 -0.1804
H -2.9266 2.1662 -1.1898
H -2.7279 2.0817 0.5820
C -3.3113 -0.6896 -1.8864
H -4.3785 -0.5779 -1.6278
H -3.0709 -1.7396 -2.0852
H -3.0838 -0.0742 -2.7687
C -3.0959 -0.9787 0.9658
H -4.1898 -0.8430 0.9329
H -2.7041 -0.5607 1.9039
H -2.8541 -2.0488 0.9246
C -0.2371 -2.9841 -2.7843
H 0.5985 -2.5038 -3.3271
H -1.2073 -2.6019 -3.1464
H -0.1864 -4.0752 -2.8885
H 1.0221 -3.5303 -0.5349
H -1.3587 -3.1924 -0.3183
C -0.3410 2.4028 -2.8556
O -0.8348 2.4933 -1.7308
C 1.0525 3.0288 -3.0953
H 1.6270 2.4677 -3.8383
H 1.6000 2.8287 -2.1584
H 1.0027 4.1117 -3.3902
C -0.9460 1.4888 -3.9130
H -2.0155 1.6475 -4.1076
H -0.7993 0.4366 -3.6386
H -0.3866 1.5907 -4.8348
C -0.1369 2.7686 2.0667
C -0.1080 1.6662 3.0790
C -0.2242 1.8420 4.4498
C -0.2049 0.7426 5.3254
C -0.0769 -0.5430 4.8205
C 0.0390 -0.7728 3.4664
C 0.1675 -2.1378 2.8799
C 0.0561 0.3419 2.5879
N 0.2268 0.1590 1.2739
H -1.1555 3.1396 1.8883
H 0.2512 2.4380 1.0933
H 0.4777 3.6048 2.4176
H -0.3277 2.8459 4.8187
H -0.2899 0.8946 6.3935
H -0.0626 -1.4220 5.4714
H 0.0741 -2.8690 3.6946
H -0.6315 -2.3456 2.1392
H 1.1282 -2.2882 2.3730

Entry 3:
13
Properties=species:S:1:pos:R:3 method="wB97M-V/def2-TZVPD" homo_lumo_gap_ev=11.37 total_charge=0 energy_ha=-414.8961 e_above_lowest_kcal_mol=125.18
C 0.2380 1.7136 -0.0082
C 0.2469 0.3159 0.4876
N -0.6930 -0.5134 0.3873
N -1.9381 -0.3403 -0.1259
O -2.7868 0.0615 0.6287
O -2.0945 -0.7213 -1.2600
O 1.9094 -2.0696 0.1056
H 0.4473 1.6983 -1.0811
H -0.7339 2.1818 0.1374
H 1.0105 2.3038 0.4773
H 2.1250 -1.9419 -0.8212
H 1.1540 -0.0792 0.9342
H 1.1152 -2.6091 0.1382

Entry 4:
22
Properties=species:S:1:pos:R:3 method="wB97M-V/def2-TZVPD" smiles="C=C(C)C(=O)N/C(O)=N/[P@@](=O)(O)S" homo_lumo_gap_ev=10.13 total_charge=0 energy_ha=-1346.0543 e_above_lowest_kcal_mol=3.81
C 1.7124 -0.6618 0.4610
C 1.0378 1.8108 -0.0350
C 0.4259 -1.3627 0.7176
C 0.3907 -2.7930 0.2897
C -0.5573 -0.7288 1.3518
N 1.7660 0.7462 0.4293
N 0.0967 1.7124 -0.8952
O 2.7676 -1.2473 0.4346
O 1.5096 2.9412 0.4814
O -1.0653 2.7052 -2.9348
O -0.0939 4.3491 -1.2050
P -0.7519 3.0418 -1.4047
S -2.6349 2.8619 -0.5233
H 1.3925 -3.2107 0.3507
H 0.0613 -2.8550 -0.7467
H -0.2941 -3.3713 0.9013
H -1.4671 -1.2272 1.6394
H -2.7945 1.6428 -1.0272
H -0.4711 0.3047 1.6401
H 2.6782 1.0674 0.7452
H -0.6293 3.3379 -3.5054
H 1.0484 3.7079 0.0676

Entry 5:
69
Properties=species:S:1:pos:R:3 method="wB97M-V/def2-TZVPD" smiles=CC(C)O.CC(C)O.CC(C)O.CC(C)O.CC(C)O.CCO homo_lumo_gap_ev=9.73 total_charge=0 energy_ha=-1126.7150 e_above_lowest_kcal_mol=0.00
C -1.1233 1.0692 0.9339
C 0.1635 1.8460 1.1992
O 1.1711 1.4831 0.2627
H -1.3526 1.1129 -0.1341
H -1.9869 1.5068 1.4379
H -1.0294 0.0067 1.1600
H 0.5432 1.6402 2.2071
H -0.0115 2.9221 1.1690
H 1.5841 0.6719 0.5985
C -6.2103 -0.8784 4.8637
C -6.0731 0.3548 3.9874
C -4.8091 0.3383 3.1456
O -7.1539 0.4462 3.0422
H -7.1297 -0.8064 5.4449
H -5.3835 -0.9506 5.5746
H -6.1712 -1.7807 4.2520
H -6.0427 1.2328 4.6471
H -4.7658 -0.5999 2.5870
H -3.9117 0.2705 3.7779
H -4.6759 1.2282 2.5381
H -7.8573 0.9749 3.4360
C -2.6550 -2.2992 0.1981
C -3.2912 -3.6168 -0.2760
C -3.9168 -3.4006 -1.6592
O -2.2812 -4.6249 -0.3660
H -3.3620 -1.4676 0.1848
H -1.8234 -2.0206 -0.4544
H -2.2689 -2.4016 1.2127
H -4.0324 -3.9450 0.4492
H -4.3644 -4.3121 -2.0595
H -3.1543 -3.0281 -2.3442
H -4.7611 -2.7071 -1.6199
H -1.6762 -4.2803 -1.0366
C 1.3822 3.6848 -3.9357
C 0.6493 2.7894 -2.9839
C -0.6561 2.1954 -3.4937
O 1.5340 1.7509 -2.4952
H 1.5063 3.2006 -4.9091
H 2.3908 3.9259 -3.6035
H 0.8314 4.6170 -4.0833
H 0.3443 3.3243 -2.0711
H -0.5379 1.5278 -4.3580
H -1.3570 2.9803 -3.7723
H -1.0449 1.4833 -2.7622
H 1.4990 1.8125 -1.5231
C 5.4065 -0.8516 -3.7993
C 4.1068 -0.3459 -3.1891
C 4.0430 -0.7523 -1.7133
O 4.1880 1.0808 -3.2764
H 5.5205 -0.4864 -4.8180
H 5.4732 -1.9405 -3.7205
H 6.2680 -0.4975 -3.2288
H 3.2085 -0.6304 -3.7438
H 4.0201 -1.8335 -1.5457
H 3.1133 -0.4028 -1.2515
H 4.8880 -0.3204 -1.1792
H 3.3500 1.4453 -2.9329
C 4.7939 -1.2816 1.9996
C 3.8582 -0.1986 2.4982
C 4.2919 1.1861 1.9634
O 2.5330 -0.4387 2.0013
H 5.8425 -1.0082 2.0982
H 4.5226 -1.5613 0.9835
H 4.6445 -2.1861 2.6001
H 3.9085 -0.1075 3.5844
H 3.5477 1.9590 2.1411
H 4.6046 1.2253 0.9202
H 5.1948 1.4169 2.5434
H 1.9433 -0.7470 2.6962

Entry 6:
12
Properties=species:S:1:pos:R:3 method="wB97M-V/def2-TZVPD" smiles="O=CNN(C=S)C=S" homo_lumo_gap_ev=7.19 total_charge=0 energy_ha=-1097.6664 e_above_lowest_kcal_mol=118.04
C 1.7340 -0.3938 1.9581
C 0.1453 -1.1447 -0.4219
C 0.1106 1.3503 -0.5059
H 2.7510 -0.3217 2.5133
H 2.6316 -0.6892 0.1910
H 0.9269 -1.8588 0.1291
H 0.8980 1.9781 -0.0714
N 1.8822 0.1720 0.5144
N 0.7364 -0.0063 -0.3391
O 0.6040 -0.6031 2.5804
S -1.5583 -1.5613 -0.4636
S -1.0861 1.9167 -1.4623

Entry 7:
84
Properties=species:S:1:pos:R:3 method="wB97M-V/def2-TZVPD" homo_lumo_gap_ev=6.42 total_charge=0 energy_ha=-4370.5232 e_above_lowest_kcal_mol=4.64
In 1.3386 0.4994 -1.0473
Cl 2.6504 7.2528 -3.1234
C 2.6932 5.6050 -2.8575
C 2.8215 4.7121 -3.9682
C 2.9291 3.3090 -3.7395
C 2.8266 2.7235 -2.4713
O 2.8188 1.4048 -2.3976
C 2.8551 3.6307 -1.3250
C 2.8069 3.1659 0.0589
N 2.3874 1.9640 0.4135
C 2.5632 1.2692 1.6246
C 2.3935 1.7646 2.9148
C 2.8193 1.0689 4.0866
C 3.4079 -0.1875 3.9660
C 3.4176 -0.7975 2.6233
C 3.6563 -2.1903 2.4725
C 3.6267 -2.7591 1.1955
C 3.2464 -1.9544 0.0861
N 2.9602 -0.6061 0.2378
C 3.0912 0.0010 1.4528
C 2.6945 5.0311 -1.6031
H 2.8382 4.5510 -5.9023
H 3.1553 2.6500 -4.5494
H 3.1806 3.8515 0.8134
H 1.8867 2.7144 3.0356
H 2.4368 1.3968 5.0436
H 3.5391 -0.8933 4.7684
H 3.7155 -2.8043 3.3603
H 3.8140 -3.7742 1.0315
H 3.0415 -2.3495 -0.9247
H 2.5650 5.6437 -0.7222
C -1.8336 -4.2395 -4.7438
C -2.4360 -3.2609 -3.6916
S -2.6845 -4.1271 -2.1314
C -1.7184 -3.3005 -0.8383
C -0.2804 -3.3162 -1.1659
S 0.1288 -1.9502 -2.2682
C 1.4427 -2.7516 -3.1830
C 0.7974 -3.4150 -4.4560
S -0.2394 -4.9010 -4.2279
H -1.7417 -3.8593 -5.7846
H -2.4971 -5.0984 -4.9390
H -3.4498 -2.9811 -3.8595
H -1.8626 -2.4108 -3.4979
H -1.9162 -3.8717 0.1411
H -2.1003 -2.3074 -0.6645
H -0.0483 -4.2630 -1.7425
H 0.4140 -3.2809 -0.2584
H 1.9004 -3.5140 -2.5579
H 2.2367 -2.0509 -3.4360
H 1.5378 -3.6621 -5.2732
H 0.2414 -2.6657 -5.1001
O -1.6901 0.4579 1.8013
C -1.1534 0.6507 0.6899
O -0.1314 -0.0799 0.3601
C -1.6681 1.9390 0.0246
C -2.8363 2.6015 0.5785
C -3.3882 3.6491 -0.1354
C -2.7347 4.4258 -1.1205
C -1.5696 3.8454 -1.5264
C -0.9321 2.5757 -0.9811
O 0.1082 2.2459 -1.6344
N -0.8996 4.2773 -2.6719
O -1.5782 4.8273 -3.5381
O 2.7104 5.2105 -5.1997
N -4.6857 4.0541 0.2909
O -5.4009 4.6515 -0.4999
O -5.0499 3.6773 1.4269
H -3.3727 2.1350 1.4593
H -3.1060 5.2991 -1.5057
F -3.8456 -0.2386 6.8520
C -2.6245 -0.9179 6.6078
F -1.6716 0.0393 6.3864
F -2.2898 -1.5087 7.7614
C -2.7242 -1.8948 5.4851
C -3.2553 -3.2187 5.6182
C -3.3753 -4.0351 4.5447
N -2.7761 -3.8004 3.3658
C -2.3669 -2.5591 3.1698
C -2.3149 -1.6147 4.1731
H -3.5098 -3.5729 6.6384
H -3.9083 -4.9324 4.6593
H -2.0333 -2.2630 2.1691
H -1.9945 -0.5919 3.8752

Entry 8:
91
Properties=species:S:1:pos:R:3 method="wB97M-V/def2-TZVPD" homo_lumo_gap_ev="6.02 / 4.78" total_charge=0 energy_ha=-5320.5481
Ni 0.6472 -3.0577 -0.5418
C -0.4230 -1.7827 -5.3864
C -0.4102 -0.8577 -4.2227
C -0.8062 0.4414 -4.2978
C -0.7272 1.2582 -3.1440
N -0.2766 0.7919 -2.0080
N 0.0877 -0.4774 -1.8986
B 0.6714 -1.0146 -0.5449
N -0.1470 -0.5963 0.7237
N -0.9462 0.4474 0.7203
C -1.6805 0.7250 1.7692
C -1.6661 -0.0920 2.9195
C -0.8163 -1.1589 2.9642
C -0.7553 -2.0991 4.1151
C -0.0145 -1.3973 1.8142
S 1.0253 -2.7223 1.7698
C -2.5716 1.9459 1.6803
C -1.6870 3.1310 1.2740
C -3.6626 1.6471 0.6420
C -3.2550 2.2959 3.0065
N 2.1520 -0.5348 -0.3502
N 2.2572 0.7499 -0.0350
C 3.4161 1.2763 0.2331
C 4.5984 0.4928 0.2271
C 4.5220 -0.8267 -0.0942
C 5.7046 -1.7277 -0.0710
C 3.2330 -1.3593 -0.4230
S 3.0873 -2.9704 -0.8553
C 3.4880 2.7528 0.5501
C 2.0840 3.3451 0.5290
C 4.3546 3.4381 -0.5147
C 4.1150 2.9698 1.9320
C 0.0275 -1.3368 -2.9524
S 0.4386 -2.9553 -2.8026
C -1.1455 2.7157 -3.2063
C 0.0478 3.5671 -2.7711
C -1.5968 3.1606 -4.5989
C -2.3129 2.9238 -2.2420
H -0.8408 -1.2988 -6.2648
H -1.0038 -2.6723 -5.1474
H 0.5917 -2.1154 -5.6022
H -1.1763 0.8375 -5.2275
H -2.3277 0.1007 3.7456
H -1.4650 -1.8160 4.8887
H 0.2518 -2.1226 4.5293
H -0.9794 -3.1115 3.7768
H -1.0110 2.8402 0.4780
H -1.0873 3.4448 2.1268
H -2.2926 3.9748 0.9551
H -3.2307 1.2234 -0.2571
H -4.2106 2.5523 0.3905
H -4.3695 0.9246 1.0457
H -2.5280 2.4290 3.8055
H -3.9787 1.5377 3.2987
H -3.7938 3.2338 2.8846
H 5.5441 0.9348 0.4955
H 6.6002 -1.1688 0.1840
H 5.8351 -2.2156 -1.0343
H 5.5445 -2.5152 0.6646
H 1.6434 3.1783 -0.4472
H 2.1159 4.4128 0.7283
H 1.4565 2.8595 1.2705
H 3.9285 3.2916 -1.5048
H 5.3692 3.0460 -0.5137
H 4.4035 4.5059 -0.3134
H 3.5244 2.4769 2.7009
H 4.1433 4.0357 2.1496
H 5.1328 2.5908 1.9788
H 0.8787 3.4433 -3.4632
H 0.3643 3.2537 -1.7831
H -0.2231 4.6195 -2.7424
H -0.8107 3.0361 -5.3398
H -1.8497 4.2176 -4.5567
H -2.4883 2.6213 -4.9121
H -2.0150 2.6226 -1.2488
H -3.1710 2.3308 -2.5513
H -2.6091 3.9698 -2.2272
S -1.7494 -3.0352 -0.2515
C -1.8426 -4.3698 0.8229
C -2.9357 -4.4145 1.6931
C -3.0718 -5.4369 2.6122
C -4.1418 -5.4123 3.5313
N -5.0053 -5.3512 4.2843
C -2.1125 -6.4836 2.6428
C -1.0435 -6.4604 1.7690
C -0.8686 -5.4066 0.8608
S 0.5083 -5.4257 -0.1559
C -2.2706 -7.5400 3.5660
N -2.4104 -8.4019 4.3098
H -3.6741 -3.6261 1.6506
H -0.3069 -7.2498 1.7921